The following is a quantum chemistry calculation of a structure of composition C4H4O4 in a non-equilibrium geometry, from OMol25.

Each line ends with the Löwdin charge.
Atoms and positions in Å:
O: 1.664 -0.908 -0.769  0.119
O: -0.860 -1.864 0.209  0.105
O: -1.586 -0.088 1.430  0.096
O: 1.674 0.230 1.158  0.151
C: 1.088 -0.214 0.217  -0.448
C: -0.612 1.716 -0.739  0.093
C: -0.483 0.434 -0.538  0.017
C: -0.869 -0.541 0.540  -0.582
H: -1.320 -2.343 0.914  0.136
H: 2.627 -0.922 -0.641  0.139
H: -1.522 2.084 -1.196  0.086
H: 0.199 2.416 -0.584  0.090

Summary:
HOMO level	-9.56	eV
total charge	0
electronic energy	-12398.89358	eV
multiplicity	1
frontier orbital gap	9.29	eV
ΔE to the lowest compared entry with this formula, charge and spin	101.7	kcal/mol
F_max	7.11	eV/Å



The following is a quantum chemistry calculation of a structure of composition C4H4O5Sr in a non-equilibrium geometry, from OMol25.

Each line ends with the Löwdin charge.
Atoms and positions in Å:
Sr: 1.615 0.256 -0.370  1.783
O: -2.276 1.200 0.451  0.073
O: 5.456 -0.028 -0.124  0.171
O: -0.358 0.251 1.113  -0.123
O: -0.859 0.236 -1.017  -0.127
O: -2.661 -0.946 0.280  0.123
C: 4.345 0.035 -0.225  -0.038
C: -3.503 0.663 0.154  0.069
C: -3.926 -1.111 0.113  0.108
C: -1.251 0.293 0.200  -0.785
H: -4.432 -1.568 0.986  0.181
H: -4.237 1.123 0.835  0.198
H: -3.733 0.903 -0.904  0.188
H: -4.290 -1.329 -0.906  0.178

Summary:
HOMO level	-17.44	eV
total charge	+2
electronic energy	-15264.39758	eV
multiplicity	1
frontier orbital gap	6.61	eV
ΔE to the lowest compared entry with this formula, charge and spin	0.0	kcal/mol
F_max	9.20	eV/Å



The following is a quantum chemistry calculation of an isolated molecule of C4H4OS in a non-equilibrium geometry, from OMol25.

Each line ends with the Löwdin charge.
Atoms and positions in Å:
S: 2.818 -0.364 0.019  0.733
O: -0.505 1.658 0.031  0.094
C: 1.794 0.871 -0.059  -0.583
C: -1.733 -0.824 -0.013  0.072
C: -0.361 -0.726 -0.054  -0.093
C: 0.197 0.713 0.002  -0.473
H: -2.126 -1.824 -0.087  0.063
H: -2.222 0.066 0.171  0.037
H: 1.948 2.033 -0.137  0.100
H: 0.191 -1.603 0.129  0.049

Summary:
HOMO level	-9.12	eV
total charge	0
electronic energy	-17093.06700	eV
multiplicity	1
structure (SMILES)	C=CC(=O)C=S
frontier orbital gap	7.83	eV
ΔE to the lowest compared entry with this formula, charge and spin	47.9	kcal/mol
F_max	4.61	eV/Å



What is the frontier orbital gap in the third record?
7.83 eV